No. 1
ORCA calculation (ωB97M-V/def2-TZVPD) on one molecule with the formula C4H9N3O at a distorted geometry.

The calculation puts the calculated total energy at -397.20078 hartree. For the HOMO energy, the calculation gives -8.115 eV. The value obtained for the orbital gap is 8.9 eV. The SMILES is CN/N=C\C/C=N\O. The energy above the lowest of the compared OMol25 structures with the same formula, charge and spin comes out at 393.5 kJ/mol.

```
17
Properties=species:S:1:pos:R:3:forces:R:3:nbo_charge:R:1
C 1.95118 -1.38022 1.13176 1.2 1.1 0.7 -0.405
C -0.87258 -1.09742 -0.88315 -1.2 -0.6 -0.9 -0.035
C -1.58586 0.16676 -0.63412 0.6 1.4 0.6 -0.555
C -0.75077 1.32252 -1.13561 -1.1 0.7 -0.3 0.067
H 2.91610 -0.81044 1.12892 -0.8 -0.4 0.2 0.191
H 1.66467 -1.61425 2.17680 -0.1 0.3 -0.4 0.181
H 2.14407 -2.30552 0.65383 0.2 -0.9 -0.5 0.219
H 0.63327 0.23205 0.62744 0.2 -0.5 0.2 0.370
H -1.32003 -1.83498 -1.53812 -0.1 0.1 0.0 0.184
H -1.83191 0.38562 0.41117 0.0 -0.4 0.0 0.244
H -2.49047 0.18204 -1.21395 -0.5 0.0 -0.2 0.239
H -0.73344 1.45153 -2.19702 0.4 -0.1 -0.6 0.194
H -0.23210 2.98859 1.19443 0.2 0.2 0.5 0.484
N 0.96686 -0.69496 0.34624 0.7 1.9 1.3 -0.432
N 0.25023 -1.42171 -0.43879 0.3 -2.3 -0.5 -0.199
N -0.27923 2.32351 -0.51327 -0.1 -1.0 0.3 -0.134
O -0.42999 2.10688 0.88344 0.1 0.4 -0.3 -0.612
```
Positions in Å, forces in eV/Å.


No. 2
ORCA calculation (ωB97M-V/def2-TZVPD) on C4H9N3O as an isolated structure at a distorted geometry.

The calculation puts the calculated total energy at -397.04979 hartree. For the HOMO energy, the calculation gives -8.366 eV. The value obtained for the orbital gap is 8.6 eV. The energy above the lowest of the compared OMol25 structures with the same formula, charge and spin comes out at 789.9 kJ/mol.

```
17
Properties=species:S:1:pos:R:3:forces:R:3:nbo_charge:R:1
C 2.48416 -1.41249 -0.54381 4.0 -3.8 2.3 -0.402
C 1.08646 0.30915 -0.12438 9.3 -6.7 -4.8 0.301
C -0.92656 0.77049 0.53835 -6.0 -1.0 -3.1 0.521
C -2.12595 1.65665 1.04138 9.1 4.3 2.4 -0.655
H 3.01979 -1.64054 0.61357 -1.0 0.0 -3.3 0.180
H 3.10276 -0.47618 -0.83123 0.0 -1.9 -0.7 0.165
H 2.60976 -2.60357 -1.20430 -0.4 4.2 1.8 0.209
H 2.20637 0.47266 -0.56940 -2.5 3.1 1.1 0.109
H -2.02741 2.64554 0.47406 0.2 -1.2 0.7 0.245
H -3.03869 1.38636 0.85032 -4.9 -2.2 -0.2 0.202
H -1.73855 1.91488 2.11192 -1.8 -0.3 -1.5 0.243
H -2.65458 -0.03579 -0.18544 2.5 -1.3 0.5 0.369
H -0.58095 -1.83033 -0.96160 -2.2 3.8 -0.4 0.508
N 1.21537 -1.00656 -0.22868 -3.9 1.1 1.1 -0.575
N 0.25008 1.13511 0.26713 -3.1 3.8 3.1 -0.549
N -1.62206 -0.33499 -0.04212 -1.8 1.6 0.8 -0.305
O -1.25999 -0.95041 -1.20576 2.7 -3.4 0.1 -0.565
```
Positions in Å, forces in eV/Å.


No. 3
ORCA calculation (ωB97M-V/def2-TZVPD) on one molecule with the formula C4H9N3O.

The calculation puts the calculated total energy at -397.23202 hartree. For the HOMO energy, the calculation gives -6.523 eV. The value obtained for the orbital gap is 7.2 eV. The energy above the lowest of the compared OMol25 structures with the same formula, charge and spin comes out at 311.4 kJ/mol.

```
17
Properties=species:S:1:pos:R:3:forces:R:3:nbo_charge:R:1
C 0.02837 -1.63423 0.84034 0.0 0.1 -0.2 -0.648
C -0.88392 0.59168 -0.19155 0.3 -0.2 0.0 -0.070
C -0.02080 1.57920 0.22779 0.0 0.1 -0.2 0.344
C 0.08121 -0.55485 -0.23126 0.1 0.3 0.3 0.324
N 1.16582 0.60789 0.29792 -0.6 -0.2 -0.1 -0.614
N 0.36620 -1.08224 -1.48048 0.0 -0.1 0.0 -0.839
O -2.16839 0.61955 -0.70888 0.1 0.0 0.2 -0.693
N 0.19792 2.80632 0.52369 0.1 0.2 0.1 -0.864
H -2.80718 0.37654 -0.02615 0.1 0.1 -0.1 0.470
H 1.89128 0.83223 -0.38161 -0.2 0.0 0.0 0.404
H 1.57839 0.53479 1.22788 -0.1 0.0 -0.1 0.400
H 1.00950 -1.85391 -1.56518 -0.1 0.1 -0.2 0.379
H 0.19519 -0.48368 -2.27257 0.2 -0.2 0.0 0.400
H -0.63589 3.37707 0.44417 -0.1 -0.1 0.0 0.352
H -0.11574 -1.19045 1.82204 0.0 0.0 0.0 0.221
H -0.81761 -2.28548 0.62759 0.0 0.0 0.0 0.233
H 0.93566 -2.24045 0.84623 0.0 -0.1 0.0 0.201
```
Positions in Å, forces in eV/Å.


No. 4
ORCA calculation (ωB97M-V/def2-TZVPD) on one molecule with the formula C4H9N3O at a distorted geometry.

The calculation puts the calculated total energy at -397.17575 hartree. For the HOMO energy, the calculation gives -8.873 eV. The value obtained for the orbital gap is 9.7 eV. The SMILES is C[C@H]1CN1/N=C\NO. The energy above the lowest of the compared OMol25 structures with the same formula, charge and spin comes out at 459.2 kJ/mol.

```
17
Properties=species:S:1:pos:R:3:forces:R:3:nbo_charge:R:1
C -2.48458 -0.21373 -0.46535 -0.2 1.4 1.1 -0.609
C -1.30841 0.79642 -0.40682 -2.3 -0.4 -0.7 -0.075
C -0.75189 1.30806 0.85728 -0.4 0.0 -0.1 -0.273
C 2.04900 0.07957 -0.33419 -0.1 0.3 0.0 0.227
H -2.35095 -0.97072 0.30430 0.0 0.0 0.1 0.212
H -3.50273 0.23987 -0.35038 1.0 -0.1 0.1 0.211
H -2.49606 -0.70493 -1.39917 0.2 -0.6 -1.2 0.209
H -1.24188 1.44374 -1.30256 0.3 -0.4 0.7 0.214
H -1.10011 1.09860 1.84252 -0.5 -0.4 0.4 0.201
H -0.24007 2.23625 0.77949 0.3 0.6 0.0 0.211
H 3.01456 0.26831 -0.85355 -0.8 0.1 0.6 0.196
H 1.23479 -1.43721 0.84228 0.0 0.2 -0.1 0.393
H 2.97325 -2.41581 -0.18584 0.3 -0.7 -0.6 0.454
N -0.10454 0.22644 0.11062 0.9 0.8 0.1 -0.326
N 1.02086 0.85122 -0.54523 1.8 -2.3 -0.2 -0.363
N 2.09511 -0.97719 0.57722 -0.3 1.1 -0.4 -0.344
O 3.19366 -1.82889 0.52937 0.0 0.4 0.1 -0.537
```
Positions in Å, forces in eV/Å.


No. 5
ORCA calculation (ωB97M-V/def2-TZVPD) on one molecule with the formula C4H9N3S at a distorted geometry.

The calculation puts the calculated total energy at -720.19479 hartree. For the HOMO energy, the calculation gives -8.229 eV. The value obtained for the orbital gap is 8.0 eV. The SMILES is C[C@@H](C=S)N/N=C\N. The energy above the lowest of the compared OMol25 structures with the same formula, charge and spin comes out at 206.3 kJ/mol.

```
17
Properties=species:S:1:pos:R:3:forces:R:3:nbo_charge:R:1
C -0.83900 1.75616 -0.01097 0.6 1.6 -2.9 -0.636
C -0.72182 0.29884 0.25552 -0.2 -1.9 0.5 -0.149
C 2.13367 -0.50328 -0.29238 -0.1 -0.2 -0.8 0.257
C -2.15037 -0.25070 0.55983 0.5 -1.0 -1.3 -0.204
H -1.61927 1.93232 -0.82022 0.8 -0.1 1.0 0.209
H -1.10512 2.32494 0.85948 -0.1 0.3 0.4 0.216
H 0.15034 2.14022 -0.47372 -1.5 -0.6 1.0 0.248
H -0.07937 0.17521 1.17478 -0.7 -0.2 -0.7 0.216
H -0.53085 -0.39008 -1.70261 -0.5 0.1 0.1 0.372
H 3.13541 -0.08789 -0.34186 0.0 0.0 -0.1 0.177
H 2.81777 -2.01540 0.80920 -0.1 -0.2 0.1 0.386
H 1.20201 -2.18822 0.22748 0.2 0.3 0.3 0.410
H -2.49155 0.11478 1.53360 -0.4 -0.2 -0.3 0.191
N -0.06488 -0.48204 -0.81248 0.1 -0.6 0.1 -0.521
N 1.25328 -0.00085 -1.06745 0.2 1.1 0.5 -0.367
N 1.95925 -1.57424 0.53018 -0.2 -0.3 0.3 -0.834
S -3.04950 -1.24976 -0.42839 1.3 1.6 1.6 0.030
```
Positions in Å, forces in eV/Å.


No. 6
ORCA calculation (ωB97M-V/def2-TZVPD) on one molecule with the formula C4H9N3S at a distorted geometry.

The calculation puts the calculated total energy at -720.17549 hartree. For the HOMO energy, the calculation gives -7.584 eV. The value obtained for the orbital gap is 8.4 eV. The SMILES is C=C/C(=N/SC)NN. The energy above the lowest of the compared OMol25 structures with the same formula, charge and spin comes out at 256.9 kJ/mol.

```
17
Properties=species:S:1:pos:R:3:forces:R:3:nbo_charge:R:1
C -1.20199 -2.19990 -2.24154 0.0 1.2 2.1 -0.735
C 0.52674 0.22029 0.17849 -1.4 1.3 -1.2 0.361
C 0.82486 0.24962 1.58664 1.1 0.8 1.4 -0.261
C 0.05320 -0.35861 2.47209 0.6 -0.8 1.3 -0.338
H -1.32829 -2.30225 -3.28581 -0.5 -0.3 -1.0 0.223
H -2.10975 -1.81822 -1.69163 0.7 -0.9 -0.8 0.227
H -0.74389 -3.07148 -1.77030 -0.4 -0.1 -0.1 0.226
H 0.33188 1.45614 -1.38337 -0.7 0.2 -1.7 0.377
H 1.39290 3.16486 0.44646 -1.6 -1.0 -0.4 0.355
H -0.18482 2.69145 0.91317 0.3 0.0 -0.1 0.356
H 1.74546 0.84193 1.85541 -1.3 -0.4 -0.1 0.218
H -0.65207 -1.10216 2.10838 -0.4 0.5 0.1 0.217
H 0.24146 -0.31775 3.57419 -0.1 0.0 -1.2 0.204
N 0.00318 -0.81665 -0.37960 1.4 -0.1 0.6 -0.663
N 0.64460 1.47496 -0.46210 1.2 -0.8 1.2 -0.470
N 0.46944 2.74306 0.13366 1.4 0.2 0.7 -0.646
S -0.01293 -0.85530 -2.05415 -0.3 0.2 -0.6 0.351
```
Positions in Å, forces in eV/Å.


No. 7
ORCA calculation (ωB97M-V/def2-TZVPD) on a 2-piece molecular cluster, C4H9N4 overall at a distorted geometry.

As for the charge: +1. The calculation puts the calculated total energy at -376.28486 hartree. For the HOMO energy (spin up / spin down), the calculation gives -12.188 / -12.075 eV. The value obtained for the orbital gap (spin up / spin down) is 4.5 / 4.2 eV. The energy above the lowest of the compared OMol25 structures with the same formula, charge and spin comes out at 845.8 kJ/mol.

```
17
Properties=species:S:1:pos:R:3:forces:R:3:nbo_charge:R:1
C -2.53708 -0.28708 -0.40637 -2.8 1.4 -1.7 -0.052
C -1.32385 -0.16905 -1.07801 0.3 1.5 -2.0 -0.120
C 1.87397 -0.29577 -1.16506 -2.5 -1.6 -2.5 -0.459
C 0.91534 1.46138 1.73542 1.1 -0.4 -2.3 -0.078
N -2.37534 -0.84887 0.75425 0.9 -0.5 0.8 -0.161
N -1.07098 -1.06823 0.83034 -1.0 -1.0 2.5 -0.156
N -0.37783 -0.66646 -0.21550 1.0 0.9 -2.2 0.073
N 0.93728 -0.77557 -0.16117 0.5 -0.5 1.9 -0.287
H -3.60925 0.07918 -0.70422 2.5 -0.9 0.4 0.271
H -1.14314 0.35308 -2.08773 0.1 -1.2 2.0 0.280
H 1.23583 -0.24010 -2.14703 1.8 0.2 1.2 0.203
H 2.31455 0.65009 -0.91561 0.0 0.8 0.2 0.214
H 2.74242 -1.01314 -1.28335 -1.3 0.6 0.2 0.260
H 1.14113 1.54802 0.67120 -0.5 0.3 0.4 0.188
H 0.76677 2.26340 2.36579 -0.8 1.8 1.0 0.190
H 1.21808 0.56218 2.14937 0.2 -1.8 0.9 0.182
H -0.70791 -1.55304 1.65769 0.4 0.3 -0.8 0.451
```
Positions in Å, forces in eV/Å.


No. 8
ORCA calculation (ωB97M-V/def2-TZVPD) on an isolated ion of composition C4H9N4 and charge +1 at a distorted geometry.

As for the charge: +1. The calculation puts the calculated total energy at -376.43012 hartree. For the HOMO energy, the calculation gives -11.847 eV. The value obtained for the orbital gap is 7.4 eV. The SMILES is C=[N+](C)NC(N)=C=N. The energy above the lowest of the compared OMol25 structures with the same formula, charge and spin comes out at 464.4 kJ/mol.

```
17
Properties=species:S:1:pos:R:3:forces:R:3:nbo_charge:R:1
C 1.19833 0.70694 -1.00997 3.3 -0.7 0.4 -0.047
C -2.37070 -0.35509 0.13514 0.2 -2.1 -1.4 0.424
C -1.24368 0.25583 0.44482 -0.6 1.7 0.5 0.017
C 2.16957 -1.12489 0.13665 1.3 0.7 -1.0 -0.442
N -0.01043 -0.32604 0.71088 -0.3 -1.0 0.3 -0.377
N 1.06039 -0.17462 -0.07863 0.2 1.7 -0.4 -0.049
N -3.19086 -0.90845 -0.56748 2.7 2.2 -0.6 -0.537
N -1.37815 1.64127 0.66562 -0.6 -0.3 -0.9 -0.810
H 2.27335 0.89135 -1.29418 -1.5 -0.5 -0.1 0.220
H 2.98759 -0.62715 -0.51540 -1.1 -1.7 1.0 0.246
H 2.63163 -1.13918 1.18978 -1.5 -0.4 -1.4 0.269
H 1.66404 -2.02244 -0.37412 1.7 0.6 1.3 0.263
H 0.09230 -1.09015 1.34100 -0.1 -0.5 0.3 0.417
H 0.51363 1.28004 -1.52886 -2.0 0.9 -0.1 0.238
H -4.04481 -1.23869 -0.31246 -2.8 -1.6 1.3 0.398
H -1.67273 2.16256 -0.14019 0.1 0.3 -0.1 0.386
H -0.67948 2.06872 1.19741 1.0 0.7 0.9 0.385
```
Positions in Å, forces in eV/Å.